# 1
This record from OMol25 describes a cluster of 3 separate species, C27H51ClNO12S in total at a distorted geometry. The level of theory is wB97M-V/def2-TZVPD.

Values from the calculation:
Charge ... +1
E_tot ... -78225.749 eV
E_HOMO ... -10.05 eV
LUMO energy ... -5.4 eV
HOMO-LUMO gap ... 0.171 Ha
ΔE to the lowest compared entry with this formula, charge and spin ... 7.257 eV

Each line ends with the Löwdin charge.
CARTESIAN COORDINATES (ANGSTROEM)
C (1.802, 0.628, 2.719)  -0.084
C (3.413, 0.743, 2.554)  -0.217
O (3.689, 2.189, 2.440)  -0.179
C (4.012, 2.608, 3.784)  -0.198
C (3.683, 4.182, 4.053)  -0.112
O (2.339, 4.391, 3.537)  -0.038
C (1.749, 5.571, 4.021)  -0.302
O (2.165, 6.247, 5.004)  0.079
C (0.436, 6.174, 3.298)  0.095
C (0.288, 7.723, 3.060)  -0.064
C (1.406, 8.799, 3.452)  -0.063
C (-1.013, 8.310, 2.400)  0.060
N (-2.078, 7.419, 2.022)  0.046
C (-1.981, 5.974, 2.194)  -0.413
Cl (-3.422, 4.967, 1.652)  0.699
C (-0.742, 5.278, 2.838)  -0.055
C (-0.766, 3.694, 2.984)  -0.165
C (-1.741, 3.147, 4.164)  -0.155
C (-2.688, 1.967, 3.562)  -0.222
C (-1.849, 0.735, 2.960)  -0.209
S (-3.000, -0.290, 1.874)  0.728
O (-4.451, 0.060, 2.123)  -0.341
O (-2.849, -1.760, 2.138)  -0.328
O (-2.724, -0.027, 0.226)  -0.190
H (1.370, 0.825, 1.666)  0.080
H (1.407, 1.437, 3.448)  0.062
H (1.494, -0.396, 3.116)  0.091
H (3.801, 0.165, 1.633)  0.137
H (3.949, 0.268, 3.455)  0.124
H (3.360, 2.043, 4.560)  0.131
H (5.107, 2.422, 4.088)  0.146
H (4.478, 4.795, 3.479)  0.156
H (3.785, 4.316, 5.187)  0.146
H (2.305, 8.687, 2.737)  0.112
H (1.801, 8.681, 4.523)  0.096
H (1.000, 9.877, 3.383)  0.095
H (-1.158, 9.442, 2.247)  0.155
H (-2.960, 7.770, 1.612)  0.158
H (-1.221, 3.285, 1.999)  0.104
H (0.259, 3.203, 3.078)  0.095
H (-2.443, 4.006, 4.436)  0.110
H (-1.123, 2.769, 5.045)  0.125
H (-3.359, 1.562, 4.395)  0.133
H (-3.361, 2.364, 2.713)  0.080
H (-0.975, 1.033, 2.284)  0.079
H (-1.511, 0.012, 3.796)  0.134
H (-2.454, 0.916, 0.130)  0.080
C (3.031, -5.466, 1.608)  -0.110
O (2.975, -4.528, 0.545)  -0.206
C (3.130, -5.107, -0.745)  -0.184
C (2.034, -4.659, -1.717)  -0.170
O (0.700, -5.057, -1.402)  -0.119
C (0.109, -4.528, -0.216)  -0.162
C (-0.111, -3.013, -0.175)  -0.173
O (1.115, -2.292, -0.164)  -0.205
C (1.193, -1.277, -1.147)  -0.111
H (4.057, -5.538, 1.981)  0.086
H (2.389, -5.100, 2.414)  0.085
H (2.666, -6.453, 1.316)  0.088
H (3.152, -6.199, -0.703)  0.120
H (4.096, -4.765, -1.136)  0.125
H (2.253, -5.123, -2.684)  0.129
H (2.077, -3.587, -1.899)  0.101
H (0.649, -4.874, 0.664)  0.104
H (-0.878, -4.998, -0.151)  0.131
H (-0.634, -2.762, 0.754)  0.113
H (-0.753, -2.714, -1.013)  0.104
H (0.671, -1.550, -2.071)  0.090
H (2.247, -1.121, -1.396)  0.090
H (0.785, -0.341, -0.752)  0.069
C (0.310, -3.788, -7.432)  -0.108
O (-0.583, -2.945, -6.721)  -0.204
C (-1.653, -2.440, -7.509)  -0.186
C (-3.015, -2.650, -6.839)  -0.174
O (-3.433, -4.001, -6.652)  -0.119
C (-2.673, -4.817, -5.761)  -0.169
C (-2.659, -4.398, -4.288)  -0.181
O (-1.996, -3.158, -4.087)  -0.204
C (-2.746, -2.218, -3.341)  -0.115
H (1.141, -3.196, -7.825)  0.086
H (0.706, -4.527, -6.730)  0.086
H (-0.183, -4.331, -8.242)  0.087
H (-1.669, -2.883, -8.508)  0.120
H (-1.488, -1.362, -7.621)  0.124
H (-3.769, -2.204, -7.497)  0.128
H (-3.089, -2.097, -5.905)  0.100
H (-1.662, -4.956, -6.144)  0.104
H (-3.137, -5.808, -5.809)  0.129
H (-2.103, -5.151, -3.719)  0.126
H (-3.686, -4.378, -3.905)  0.124
H (-3.821, -2.291, -3.538)  0.091
H (-2.424, -1.213, -3.633)  0.088
H (-2.553, -2.351, -2.274)  0.069



# 2
This record from OMol25 describes a cluster of 9 separate species, C27H51N3O6 in total at a distorted geometry. The level of theory is wB97M-V/def2-TZVPD.

Values from the calculation:
E_tot ... -45577.912 eV
E_HOMO ... -9.29 eV
SMILES string ... c1ccncc1.c1ccncc1.c1ccncc1.CCO.CCO.CCO.CCO.CCO.CCO
LUMO energy ... 0.4 eV
HOMO-LUMO gap ... 0.357 Ha
ΔE to the lowest compared entry with this formula, charge and spin ... 0.000 eV

Each line ends with the Löwdin charge.
CARTESIAN COORDINATES (ANGSTROEM)
C (2.690, -3.685, -3.245)  -0.084
C (2.346, -3.689, -1.897)  -0.067
C (3.321, -4.059, -0.942)  -0.146
N (4.522, -4.516, -1.278)  0.042
C (4.845, -4.520, -2.561)  -0.169
C (3.954, -4.137, -3.593)  -0.072
H (1.982, -3.380, -3.971)  0.093
H (1.361, -3.376, -1.622)  0.092
H (3.107, -4.030, 0.104)  0.088
H (5.852, -4.917, -2.900)  0.116
H (4.373, -4.280, -4.619)  0.110
C (-0.551, 4.395, 4.425)  -0.070
C (0.784, 4.372, 4.008)  -0.060
C (1.514, 3.242, 4.406)  -0.172
N (1.083, 2.235, 5.147)  0.072
C (-0.226, 2.269, 5.448)  -0.183
C (-1.083, 3.302, 5.176)  -0.080
H (-1.309, 5.110, 4.239)  0.087
H (1.269, 5.231, 3.511)  0.111
H (2.526, 3.200, 4.074)  0.095
H (-0.647, 1.376, 5.924)  0.109
H (-2.127, 3.209, 5.357)  0.093
C (-0.338, 1.402, 1.936)  -0.030
C (0.055, 0.117, 2.311)  -0.062
C (0.452, -0.795, 1.347)  -0.159
N (0.501, -0.507, 0.080)  0.066
C (0.116, 0.739, -0.328)  -0.137
C (-0.298, 1.701, 0.530)  -0.072
H (-0.774, 2.132, 2.685)  0.104
H (0.000, -0.284, 3.299)  0.094
H (0.748, -1.755, 1.724)  0.088
H (0.122, 0.941, -1.405)  0.099
H (-0.617, 2.657, 0.170)  0.083
C (1.885, -4.313, 4.851)  -0.089
C (1.387, -4.945, 3.534)  -0.315
O (0.528, -3.990, 2.911)  -0.111
H (1.056, -4.213, 5.636)  0.099
H (2.266, -3.264, 4.699)  0.084
H (2.771, -4.830, 5.112)  0.046
H (0.966, -5.935, 3.720)  0.111
H (2.211, -5.087, 2.862)  0.090
H (-0.047, -4.518, 2.319)  0.095
C (-5.508, 2.872, -0.999)  -0.079
C (-4.006, 2.906, -1.423)  -0.314
O (-3.402, 1.688, -1.126)  -0.094
H (-5.544, 3.080, 0.070)  0.064
H (-5.937, 1.887, -1.171)  0.069
H (-6.145, 3.582, -1.520)  0.066
H (-3.535, 3.738, -0.924)  0.110
H (-4.054, 3.032, -2.535)  0.125
H (-2.854, 1.749, -0.327)  0.077
C (1.610, 4.293, -2.010)  -0.087
C (0.644, 3.433, -2.825)  -0.320
O (-0.562, 3.414, -2.104)  -0.123
H (1.497, 5.358, -2.202)  0.063
H (2.651, 4.102, -2.320)  0.070
H (1.620, 4.195, -0.911)  0.074
H (1.014, 2.412, -3.066)  0.092
H (0.427, 3.961, -3.817)  0.131
H (-1.209, 2.882, -2.623)  0.067
C (-0.487, -0.202, -5.199)  -0.064
C (-1.506, -0.224, -4.089)  -0.319
O (-1.830, 1.042, -3.601)  -0.094
H (0.128, -1.046, -5.292)  0.052
H (0.162, 0.681, -5.168)  0.076
H (-0.941, 0.089, -6.128)  0.065
H (-1.165, -0.843, -3.268)  0.103
H (-2.455, -0.634, -4.374)  0.104
H (-2.345, 0.943, -2.780)  0.061
C (3.637, 0.083, -1.160)  -0.085
C (3.103, 0.072, -2.550)  -0.313
O (1.865, -0.622, -2.611)  -0.109
H (4.620, 0.509, -0.994)  0.076
H (3.604, -0.958, -0.801)  0.072
H (2.902, 0.511, -0.428)  0.074
H (3.784, -0.434, -3.194)  0.091
H (2.967, 1.114, -2.987)  0.115
H (1.587, -0.988, -1.781)  0.007
C (-3.534, -1.568, 0.944)  -0.066
C (-4.171, -1.740, 2.346)  -0.292
O (-5.022, -2.870, 2.494)  -0.081
H (-2.712, -2.207, 0.689)  0.062
H (-3.270, -0.511, 0.827)  0.057
H (-4.298, -1.661, 0.212)  0.056
H (-4.790, -0.849, 2.560)  0.108
H (-3.448, -1.890, 3.149)  0.109
H (-5.665, -2.989, 1.826)  0.054



# 3
This record from OMol25 describes a cluster of 3 separate species, C27H51N7O5P2 in total at a distorted geometry. The level of theory is wB97M-V/def2-TZVPD.

Values from the calculation:
E_tot ... -68070.819 eV
E_HOMO ... -8.50 eV
SMILES string ... COCC1=C(c2ccccc2)C(=O)C(C)=C(N)C1=O.CN(C)P(=O)(N(C)C)N(C)C.CN(C)P(=O)(N(C)C)N(C)C
LUMO energy ... -1.0 eV
HOMO-LUMO gap ... 0.276 Ha

Each line ends with the Löwdin charge.
CARTESIAN COORDINATES (ANGSTROEM)
C (0.307, -3.145, 1.188)  -0.101
O (-0.890, -2.481, 0.838)  -0.154
C (-0.809, -1.857, -0.431)  -0.160
C (-1.515, -0.537, -0.413)  -0.042
C (-0.876, 0.634, -0.307)  -0.039
C (0.600, 0.752, -0.153)  -0.204
C (1.452, 0.916, -1.235)  -0.021
C (2.808, 1.054, -0.995)  -0.075
C (3.312, 1.034, 0.293)  -0.081
C (2.470, 0.837, 1.375)  -0.065
C (1.109, 0.700, 1.136)  -0.028
C (-1.639, 1.931, -0.315)  -0.272
O (-1.060, 2.974, -0.539)  0.131
C (-3.100, 1.900, -0.008)  -0.127
C (-3.744, 3.196, 0.370)  -0.022
C (-3.733, 0.723, -0.093)  -0.192
N (-5.117, 0.617, 0.220)  0.097
C (-2.998, -0.500, -0.534)  -0.268
O (-3.616, -1.431, -1.014)  0.114
H (0.244, -3.402, 2.243)  0.088
H (0.455, -4.062, 0.607)  0.088
H (1.178, -2.499, 1.039)  0.083
H (0.221, -1.715, -0.764)  0.125
H (-1.283, -2.504, -1.179)  0.125
H (1.058, 0.935, -2.243)  0.123
H (3.508, 1.211, -1.806)  0.104
H (4.369, 1.173, 0.476)  0.105
H (2.809, 0.790, 2.400)  0.101
H (0.435, 0.551, 1.971)  0.124
H (-2.994, 3.910, 0.703)  0.075
H (-4.203, 3.628, -0.523)  0.098
H (-4.518, 3.064, 1.119)  0.077
H (-5.590, 0.034, -0.461)  0.085
H (-5.194, 0.169, 1.127)  0.099
C (2.938, 7.191, 5.374)  -0.133
N (3.182, 6.045, 4.519)  -0.295
C (3.696, 6.483, 3.222)  -0.136
P (2.228, 4.619, 4.472)  0.654
O (3.169, 3.647, 3.845)  -0.297
N (2.137, 3.908, 6.041)  -0.329
C (2.354, 4.669, 7.257)  -0.147
C (2.718, 2.578, 6.184)  -0.138
N (0.694, 5.390, 4.679)  -0.275
C (-0.408, 4.514, 5.142)  -0.122
C (0.218, 5.988, 3.403)  -0.120
H (2.058, 7.782, 5.082)  0.081
H (3.805, 7.854, 5.332)  0.083
H (2.827, 6.917, 6.416)  0.044
H (2.943, 7.007, 2.618)  0.067
H (4.055, 5.631, 2.647)  0.072
H (4.540, 7.161, 3.359)  0.079
H (3.395, 5.000, 7.361)  0.086
H (2.109, 4.053, 8.126)  0.079
H (1.688, 5.530, 7.314)  0.069
H (3.812, 2.605, 6.258)  0.086
H (2.450, 1.939, 5.348)  0.063
H (2.323, 2.108, 7.088)  0.078
H (-0.545, 3.637, 4.503)  0.086
H (-1.335, 5.089, 5.143)  0.079
H (-0.247, 4.176, 6.160)  0.068
H (0.130, 5.247, 2.603)  0.086
H (0.892, 6.776, 3.069)  0.059
H (-0.756, 6.450, 3.551)  0.080
C (-2.535, -4.404, -3.821)  -0.126
N (-1.357, -4.035, -4.585)  -0.291
C (-1.506, -2.685, -5.123)  -0.132
P (-0.433, -5.101, -5.552)  0.630
O (0.837, -4.356, -5.749)  -0.292
N (0.128, -6.433, -4.622)  -0.327
C (-0.520, -6.853, -3.394)  -0.144
C (1.575, -6.563, -4.490)  -0.136
N (-1.743, -6.015, -6.204)  -0.278
C (-1.385, -7.337, -6.768)  -0.123
C (-2.421, -5.275, -7.299)  -0.124
H (-3.417, -4.615, -4.443)  0.082
H (-2.796, -3.581, -3.152)  0.072
H (-2.368, -5.260, -3.177)  0.046
H (-2.266, -2.621, -5.914)  0.067
H (-0.562, -2.331, -5.534)  0.072
H (-1.796, -1.993, -4.330)  0.076
H (-0.406, -6.117, -2.588)  0.082
H (-0.085, -7.796, -3.053)  0.079
H (-1.579, -7.061, -3.553)  0.070
H (1.992, -5.869, -3.751)  0.085
H (2.075, -6.390, -5.438)  0.069
H (1.817, -7.583, -4.180)  0.078
H (-0.600, -7.272, -7.526)  0.088
H (-2.273, -7.774, -7.226)  0.079
H (-1.061, -8.025, -5.995)  0.069
H (-1.737, -5.019, -8.114)  0.088
H (-2.870, -4.355, -6.925)  0.058
H (-3.232, -5.876, -7.707)  0.080



# 4
This record from OMol25 describes a cluster of 10 separate species, C27H52BrO40PS9 in total at a distorted geometry. The level of theory is wB97M-V/def2-TZVPD.

Values from the calculation:
E_tot ... -287582.386 eV
E_HOMO ... -8.30 eV
SMILES string ... CCP(C)C(=O)O[C@H](Br)CCCC(=O)O.O=S1(=O)OCCO1.O=S1(=O)OCCO1.O=S1(=O)OCCO1.O=S1(=O)OCCO1.O=S1(=O)OCCO1.O=S1(=O)OCCO1.O=S1(=O)OCCO1.O=S1(=O)OCCO1.O=S1(=O)OCCO1
LUMO energy ... 0.3 eV
HOMO-LUMO gap ... 0.316 Ha

Each line ends with the Löwdin charge.
CARTESIAN COORDINATES (ANGSTROEM)
C (1.249, 3.089, 2.209)  -0.120
C (1.493, 4.098, 1.066)  -0.414
P (1.878, 5.819, 1.581)  1.001
C (1.189, 6.864, 0.231)  -0.286
C (0.944, 6.164, 3.147)  -0.643
O (1.377, 5.700, 4.156)  0.053
O (-0.182, 6.995, 3.153)  -0.116
C (-1.405, 6.299, 3.129)  -0.667
Br (-1.737, 5.255, 4.771)  0.763
C (-1.611, 5.498, 1.841)  -0.196
C (-2.664, 4.394, 1.870)  -0.203
C (-4.115, 4.930, 1.890)  -0.084
C (-4.678, 4.937, 0.487)  -0.506
O (-4.763, 3.934, -0.166)  0.111
O (-5.150, 6.116, -0.030)  0.092
H (2.131, 2.465, 2.332)  0.068
H (0.900, 3.513, 3.147)  0.054
H (0.460, 2.415, 1.870)  0.052
H (0.650, 4.073, 0.367)  0.061
H (2.340, 3.736, 0.481)  0.071
H (1.959, 6.853, -0.545)  0.030
H (0.275, 6.462, -0.208)  0.031
H (1.089, 7.900, 0.551)  0.034
H (-2.171, 7.067, 3.163)  0.077
H (-1.948, 6.228, 1.097)  0.109
H (-0.692, 5.069, 1.454)  0.064
H (-2.496, 3.634, 2.628)  0.083
H (-2.572, 3.870, 0.914)  0.099
H (-4.200, 5.904, 2.371)  0.117
H (-4.722, 4.196, 2.423)  0.132
H (-4.434, 6.766, 0.028)  0.110
O (0.565, -0.315, -1.569)  -0.227
S (-0.145, 0.093, -0.411)  0.614
O (0.460, 0.139, 0.870)  -0.226
O (-1.498, -0.752, -0.321)  -0.172
C (-2.636, 0.131, -0.321)  -0.151
C (-2.179, 1.342, -1.104)  -0.146
O (-0.807, 1.523, -0.714)  -0.187
H (-2.868, 0.387, 0.710)  0.101
H (-3.492, -0.361, -0.775)  0.138
H (-2.761, 2.232, -0.877)  0.114
H (-2.204, 1.155, -2.180)  0.134
O (-2.106, 8.741, 1.179)  -0.229
S (-2.381, 10.092, 1.524)  0.596
O (-3.436, 10.816, 0.919)  -0.205
O (-1.020, 10.918, 1.396)  -0.182
C (-0.695, 11.536, 2.650)  -0.153
C (-1.294, 10.615, 3.692)  -0.150
O (-2.537, 10.187, 3.111)  -0.184
H (-1.156, 12.525, 2.674)  0.135
H (0.382, 11.636, 2.752)  0.137
H (-1.472, 11.113, 4.641)  0.138
H (-0.670, 9.733, 3.854)  0.128
O (3.108, 0.697, 0.604)  -0.211
S (3.272, -0.674, 0.263)  0.629
O (2.374, -1.358, -0.593)  -0.257
O (3.419, -1.507, 1.623)  -0.168
C (4.663, -2.219, 1.632)  -0.156
C (5.594, -1.375, 0.791)  -0.161
O (4.770, -0.888, -0.274)  -0.189
H (4.500, -3.201, 1.182)  0.126
H (5.017, -2.340, 2.652)  0.136
H (6.430, -1.942, 0.390)  0.129
H (5.970, -0.517, 1.353)  0.135
O (0.294, -4.012, -5.691)  -0.255
S (0.233, -2.772, -4.985)  0.579
O (-0.894, -1.918, -5.087)  -0.212
O (1.560, -1.954, -5.311)  -0.187
C (2.267, -1.653, -4.081)  -0.128
C (1.911, -2.789, -3.153)  -0.153
O (0.520, -3.056, -3.451)  -0.176
H (1.904, -0.697, -3.704)  0.129
H (3.335, -1.589, -4.267)  0.121
H (2.034, -2.534, -2.106)  0.093
H (2.487, -3.688, -3.379)  0.112
O (4.703, -5.574, -10.135)  -0.201
S (4.188, -5.333, -8.839)  0.603
O (4.982, -5.418, -7.665)  -0.227
O (2.873, -6.217, -8.644)  -0.181
C (1.769, -5.369, -8.280)  -0.155
C (2.076, -4.032, -8.921)  -0.150
O (3.495, -3.895, -8.777)  -0.187
H (1.744, -5.308, -7.193)  0.109
H (0.831, -5.786, -8.637)  0.140
H (1.566, -3.205, -8.437)  0.133
H (1.834, -4.036, -9.986)  0.136
O (6.733, -3.247, -2.197)  -0.208
S (5.446, -3.752, -2.519)  0.601
O (4.373, -3.729, -1.592)  -0.210
O (5.617, -5.238, -3.090)  -0.174
C (5.048, -5.324, -4.411)  -0.150
C (5.198, -3.932, -4.980)  -0.156
O (4.943, -3.064, -3.865)  -0.218
H (3.998, -5.603, -4.307)  0.134
H (5.563, -6.073, -5.004)  0.133
H (4.494, -3.730, -5.781)  0.122
H (6.213, -3.748, -5.336)  0.143
O (-1.939, 0.071, 2.666)  -0.229
S (-1.239, -0.427, 3.796)  0.598
O (-0.263, 0.344, 4.471)  -0.202
O (-0.627, -1.853, 3.424)  -0.178
C (-1.117, -2.856, 4.329)  -0.150
C (-2.479, -2.351, 4.748)  -0.155
O (-2.317, -0.931, 4.870)  -0.178
H (-0.435, -2.917, 5.179)  0.132
H (-1.163, -3.822, 3.835)  0.141
H (-2.813, -2.776, 5.687)  0.099
H (-3.228, -2.542, 3.976)  0.140
O (-3.359, -7.308, -1.586)  -0.218
S (-3.562, -7.435, -2.984)  0.598
O (-4.359, -8.472, -3.530)  -0.218
O (-2.129, -7.435, -3.700)  -0.187
C (-2.054, -6.372, -4.662)  -0.161
C (-2.980, -5.305, -4.120)  -0.160
O (-4.082, -6.038, -3.568)  -0.187
H (-2.404, -6.754, -5.623)  0.135
H (-1.031, -6.023, -4.762)  0.114
H (-3.325, -4.621, -4.890)  0.138
H (-2.505, -4.739, -3.315)  0.135
O (-3.786, -5.553, 6.555)  -0.208
S (-2.862, -4.985, 7.468)  0.585
O (-1.485, -4.845, 7.155)  -0.213
O (-3.012, -5.733, 8.871)  -0.181
C (-3.332, -4.791, 9.906)  -0.155
C (-4.088, -3.689, 9.196)  -0.154
O (-3.416, -3.556, 7.935)  -0.204
H (-2.398, -4.423, 10.335)  0.136
H (-3.923, -5.271, 10.681)  0.137
H (-4.067, -2.747, 9.737)  0.138
H (-5.124, -3.974, 9.003)  0.136